1.
{"formula": "C26H44FN3O11P", "method": "the ωB97M-V functional and the def2-TZVPD basis", "orbital_gap_ev": 6.7, "relative_energy_kj_mol": 0.0, "total_energy_ev": -66671.7764, "fmax_ev_per_a": 0.88, "charge": 1, "species": ["C", "C", "O", "O", "C", "C", "C", "C", "C", "C", "C", "C", "O", "C", "O", "C", "C", "O", "C", "C", "C", "C", "N", "N", "C", "P", "O", "O", "O", "C", "C", "C", "C", "C", "N", "H", "H", "H", "H", "H", "H", "H", "H", "H", "H", "H", "H", "H", "H", "H", "H", "H", "H", "H", "H", "H", "H", "H", "H", "H", "H", "H", "H", "H", "H", "H", "H", "H", "H", "H", "H", "H", "H", "H", "H", "H", "C", "C", "O", "C", "O", "O", "F", "H", "H", "H"], "coordinates": [[-4.518, -3.763, 2.923], [-4.343, -2.433, 2.275], [-4.604, -2.183, 1.129], [-3.846, -1.493, 3.124], [-2.738, -0.736, 2.621], [-1.623, -1.572, 1.994], [-1.650, -1.655, 0.453], [-1.742, -3.093, -0.085], [-1.074, -3.300, -1.462], [-2.044, -3.607, -2.629], [-1.951, -2.673, -3.831], [-2.523, -1.290, -3.578], [-1.720, -0.534, -2.635], [-0.704, 0.157, -3.118], [-0.385, 0.292, -4.266], [0.105, 0.749, -1.998], [1.246, 0.063, -1.619], [1.688, -1.057, -2.211], [2.029, 0.576, -0.589], [3.267, -0.061, -0.070], [3.061, -1.490, 0.457], [1.703, -1.709, 1.126], [1.829, -2.695, 2.224], [1.616, 1.710, -0.023], [0.500, 2.401, -0.354], [0.179, 3.875, 0.677], [0.703, 5.107, 0.127], [0.880, 3.484, 2.067], [-1.372, 3.899, 0.975], [-0.288, 1.949, -1.386], [-1.524, 2.665, -1.858], [-1.322, 4.138, -2.265], [-0.005, 4.405, -2.984], [0.122, 5.830, -3.490], [0.066, 6.858, -2.443], [-4.972, -3.646, 3.903], [-3.524, -4.186, 3.071], [-5.107, -4.415, 2.290], [-2.357, -0.200, 3.485], [-3.113, -0.005, 1.901], [-0.686, -1.112, 2.315], [-1.629, -2.571, 2.430], [-2.531, -1.106, 0.120], [-0.773, -1.158, 0.036], [-2.786, -3.393, -0.118], [-1.232, -3.735, 0.634], [-0.378, -4.132, -1.367], [-0.474, -2.414, -1.663], [-1.826, -4.614, -2.981], [-3.065, -3.636, -2.250], [-2.562, -3.088, -4.634], [-0.929, -2.604, -4.209], [-2.687, -0.727, -4.492], [-3.487, -1.398, -3.087], [0.968, -1.618, -2.529], [4.012, -0.065, -0.865], [3.629, 0.540, 0.765], [3.807, -1.686, 1.216], [3.205, -2.225, -0.330], [1.349, -0.775, 1.570], [0.967, -2.068, 0.404], [1.317, -2.363, 3.033], [1.365, -3.557, 1.965], [2.188, 2.077, 0.733], [0.755, 2.556, 2.311], [-1.761, 3.022, 1.088], [-1.907, 2.149, -2.733], [-2.307, 2.580, -1.104], [-1.504, 4.807, -1.428], [-2.111, 4.359, -2.984], [0.878, 4.118, -2.413], [-0.013, 3.773, -3.879], [1.069, 5.938, -4.019], [-0.664, 6.004, -4.228], [-0.630, 7.558, -2.652], [-0.162, 6.481, -1.532], [5.547, -0.911, 5.118], [5.756, -0.712, 3.629], [4.417, -0.604, 3.165], [3.656, -0.121, 4.182], [2.559, 0.315, 4.028], [4.320, -0.198, 5.343], [6.345, -1.772, 3.036], [5.402, -1.966, 5.352], [6.343, -0.502, 5.733], [6.303, 0.192, 3.359]]}

***

2.
{"formula": "C26H45BFN2O6S", "method": "the ωB97M-V functional and the def2-TZVPD basis", "orbital_gap_ev": 4.8, "relative_energy_kj_mol": 1920.9, "total_energy_ev": -57159.1350, "fmax_ev_per_a": 5.38, "charge": 1, "species": ["C", "C", "C", "C", "C", "C", "C", "C", "C", "O", "C", "C", "C", "B", "O", "N", "C", "C", "C", "N", "C", "S", "C", "F", "C", "H", "H", "H", "H", "H", "H", "H", "H", "H", "H", "H", "H", "H", "H", "H", "H", "H", "H", "H", "H", "H", "H", "H", "H", "H", "C", "O", "C", "C", "O", "C", "H", "H", "H", "H", "H", "H", "H", "H", "H", "H", "C", "O", "C", "C", "O", "C", "H", "H", "H", "H", "H", "H", "H", "H", "H", "H"], "coordinates": [[8.549, -1.475, 2.544], [7.583, -0.558, 1.569], [8.289, 0.386, 0.421], [7.336, 1.338, -0.538], [5.711, 1.293, -0.280], [4.656, 2.240, -1.152], [5.189, 2.594, -2.664], [4.603, 3.693, -0.332], [4.987, 0.318, 0.867], [3.533, 0.305, 1.090], [2.943, -1.025, 0.872], [1.581, -1.007, -0.080], [0.255, -0.042, 0.238], [0.188, 0.978, 1.525], [0.860, 0.521, 2.783], [-0.511, 2.323, 1.585], [-1.892, 2.236, 2.197], [-0.498, 3.054, 0.260], [-1.048, -0.150, -0.761], [-1.108, -1.102, -1.968], [0.049, -2.028, -2.350], [-0.091, -3.204, -3.823], [1.428, -2.002, -1.416], [2.516, -2.924, -1.815], [5.940, -0.647, 1.834], [9.261, -0.768, 3.186], [9.248, -2.122, 1.861], [7.907, -2.172, 3.243], [9.462, 0.416, 0.244], [7.837, 2.048, -1.349], [3.601, 1.741, -1.261], [6.311, 2.980, -2.695], [4.537, 3.501, -3.083], [5.044, 1.702, -3.443], [5.577, 4.279, -0.677], [4.776, 3.443, 0.816], [3.619, 4.297, -0.532], [2.584, -1.496, 1.909], [3.761, -1.793, 0.467], [0.270, 0.895, 3.508], [-2.318, 3.325, 2.370], [-2.638, 1.539, 1.625], [-1.747, 1.758, 3.280], [0.603, 3.070, -0.144], [-1.231, 2.630, -0.548], [-0.829, 4.172, 0.486], [-1.976, 0.532, -0.502], [-1.976, -1.170, -2.575], [0.070, -2.525, -5.041], [5.491, -1.338, 2.687], [-4.005, -8.015, -1.164], [-2.922, -8.085, -2.087], [-3.213, -7.430, -3.325], [-2.687, -5.989, -3.348], [-3.319, -5.173, -2.356], [-2.565, -5.092, -1.150], [-3.604, -8.181, -0.161], [-4.511, -7.049, -1.180], [-4.731, -8.803, -1.391], [-4.289, -7.465, -3.533], [-2.702, -7.997, -4.115], [-2.931, -5.550, -4.321], [-1.597, -5.957, -3.233], [-1.788, -4.330, -1.251], [-2.099, -6.045, -0.881], [-3.244, -4.802, -0.344], [-7.739, 4.228, 2.806], [-7.201, 5.426, 2.252], [-5.852, 5.661, 2.663], [-4.840, 5.141, 1.633], [-4.921, 3.721, 1.474], [-5.751, 3.336, 0.382], [-8.583, 3.919, 2.183], [-7.014, 3.414, 2.835], [-8.100, 4.423, 3.821], [-5.670, 5.227, 3.654], [-5.729, 6.750, 2.748], [-3.832, 5.361, 2.000], [-4.958, 5.642, 0.665], [-5.182, 3.386, -0.549], [-6.643, 3.964, 0.291], [-6.073, 2.304, 0.546]]}

***

3.
{"formula": "C26H45BiClF3O3PS", "method": "the ωB97M-V functional and the def2-TZVPD basis", "orbital_gap_ev": 3.1, "relative_energy_kj_mol": 0.0, "total_energy_ev": -80473.3713, "fmax_ev_per_a": 4.89, "charge": -1, "species": ["Bi", "Cl", "P", "C", "H", "H", "C", "C", "C", "H", "C", "H", "H", "C", "H", "H", "C", "H", "H", "C", "H", "H", "H", "H", "C", "C", "H", "C", "H", "H", "C", "H", "H", "C", "H", "H", "C", "H", "H", "H", "H", "C", "H", "C", "H", "H", "C", "H", "H", "C", "H", "H", "C", "H", "H", "H", "H", "C", "C", "H", "C", "H", "C", "H", "H", "C", "H", "H", "C", "H", "H", "H", "H", "F", "C", "F", "F", "S", "O", "O", "O"], "coordinates": [[-2.444, 2.778, 1.382], [-2.275, 4.166, -0.649], [-0.221, -0.422, 0.191], [-0.028, 1.065, -0.958], [-1.099, 1.290, -1.131], [0.297, 1.860, -0.247], [-1.922, -0.988, 0.771], [0.851, -0.166, 1.674], [-1.994, -2.477, 1.173], [-2.053, -0.365, 1.677], [-3.343, -2.852, 1.815], [-1.867, -3.103, 0.273], [-1.183, -2.759, 1.865], [-4.526, -2.492, 0.921], [-3.349, -3.935, 2.022], [-3.439, -2.341, 2.787], [-4.451, -1.059, 0.380], [-4.575, -3.198, 0.081], [-5.460, -2.626, 1.479], [-3.070, -0.674, -0.196], [-5.212, -0.933, -0.403], [-4.710, -0.364, 1.193], [-2.917, -1.241, -1.128], [-3.079, 0.392, -0.474], [0.507, -1.698, -0.877], [2.334, -0.117, 1.260], [0.568, 0.847, 2.020], [3.262, 0.160, 2.448], [2.611, -1.080, 0.807], [2.489, 0.658, 0.499], [3.027, -0.804, 3.613], [4.301, 0.106, 2.101], [3.062, 1.185, 2.792], [1.557, -0.794, 4.034], [3.328, -1.817, 3.321], [3.660, -0.516, 4.456], [0.622, -1.125, 2.864], [1.388, -1.509, 4.847], [1.305, 0.211, 4.397], [0.805, -2.163, 2.540], [-0.421, -1.071, 3.210], [-0.432, -1.962, -2.061], [1.413, -1.199, -1.256], [0.362, -2.678, -3.149], [-1.281, -2.583, -1.731], [-0.859, -1.031, -2.464], [1.058, -3.939, -2.616], [-0.318, -2.929, -3.974], [1.111, -1.974, -3.544], [1.803, -3.746, -1.284], [0.295, -4.716, -2.477], [1.759, -4.302, -3.376], [0.964, -3.007, -0.233], [2.117, -4.715, -0.877], [2.707, -3.146, -1.469], [0.104, -3.617, 0.076], [1.559, -2.822, 0.672], [-0.236, 1.304, -3.467], [0.697, 1.217, -2.212], [-0.546, 0.366, -3.930], [1.630, 2.451, -2.222], [1.352, 0.342, -2.441], [0.836, 3.738, -2.378], [2.237, 2.512, -1.308], [2.272, 2.282, -3.096], [0.162, 3.817, -3.751], [0.044, 3.763, -1.613], [1.507, 4.594, -2.210], [-0.735, 2.573, -3.973], [-0.451, 4.723, -3.813], [0.925, 3.869, -4.545], [-1.703, 2.744, -3.453], [-0.950, 2.441, -5.049], [2.501, 5.615, 2.893], [1.196, 5.292, 2.768], [0.571, 5.534, 3.951], [0.636, 6.088, 1.822], [0.943, 3.505, 2.297], [1.505, 3.319, 0.982], [1.472, 2.724, 3.386], [-0.567, 3.525, 2.294]]}

***

4.
{"formula": "C26H45Br2ClF3NO9PS2", "method": "the ωB97M-V functional and the def2-TZVPD basis", "orbital_gap_ev": 8.2, "total_energy_ev": -239327.2382, "fmax_ev_per_a": 3.19, "charge": -1, "species": ["C", "C", "Br", "C", "Br", "C", "S", "O", "O", "C", "F", "F", "F", "O", "P", "C", "C", "C", "Cl", "N", "C", "O", "O", "C", "S", "H", "H", "H", "H", "H", "H", "H", "H", "H", "H", "H", "H", "H", "C", "C", "C", "O", "C", "H", "H", "H", "H", "H", "H", "H", "H", "C", "C", "C", "O", "C", "H", "H", "H", "H", "H", "H", "H", "H", "C", "C", "C", "O", "C", "H", "H", "H", "H", "H", "H", "H", "H", "C", "C", "C", "O", "C", "H", "H", "H", "H", "H", "H", "H", "H"], "coordinates": [[0.302, -2.721, -2.494], [1.762, -2.394, -2.513], [2.865, -3.724, -3.327], [2.253, -1.283, -1.992], [4.170, -1.043, -2.010], [1.499, -0.166, -1.317], [1.760, -0.110, 0.563], [0.594, -0.661, 1.167], [2.119, 1.190, 1.027], [3.143, -1.218, 1.151], [4.326, -0.661, 1.005], [2.957, -1.332, 2.466], [3.114, -2.437, 0.654], [0.162, -0.046, -1.448], [-0.495, 1.545, -1.744], [-2.313, 1.007, -1.606], [-2.784, -0.315, -2.223], [-2.240, -0.645, -3.592], [-2.604, -1.697, -1.059], [-0.587, 1.988, 0.123], [-0.762, 3.179, 0.275], [-0.815, 4.373, 0.432], [1.117, 2.177, -1.724], [2.081, 1.195, -1.899], [2.352, 1.183, -3.736], [-0.180, -2.364, -1.596], [-0.154, -2.361, -3.408], [0.193, -3.803, -2.503], [-0.941, 2.898, -2.006], [-0.451, 1.452, -3.177], [-2.607, 1.024, -0.565], [-2.878, 1.784, -2.119], [-3.860, -0.226, -2.346], [-2.621, 0.126, -4.263], [-2.633, -1.585, -3.967], [-1.164, -0.587, -3.650], [2.939, 1.554, -1.340], [3.594, 1.686, -3.863], [3.513, 6.700, -1.256], [2.749, 5.849, -0.245], [2.717, 4.497, -0.939], [3.920, 4.420, -1.732], [4.532, 5.705, -1.795], [3.975, 7.588, -0.825], [2.840, 7.019, -2.056], [3.317, 5.783, 0.687], [1.755, 6.225, -0.012], [1.862, 4.414, -1.608], [2.687, 3.664, -0.238], [5.435, 5.687, -1.171], [4.827, 5.916, -2.825], [-6.767, -3.605, -1.100], [-7.353, -2.471, -0.268], [-6.543, -1.281, -0.758], [-6.207, -1.548, -2.127], [-6.502, -2.912, -2.428], [-7.427, -4.467, -1.195], [-5.826, -3.941, -0.658], [-8.410, -2.334, -0.514], [-7.270, -2.624, 0.807], [-5.611, -1.178, -0.193], [-7.093, -0.341, -0.696], [-7.389, -2.936, -3.073], [-5.665, -3.351, -2.972], [6.712, -2.689, 4.621], [5.670, -2.337, 3.566], [6.234, -3.027, 2.332], [6.944, -4.182, 2.801], [7.096, -4.106, 4.219], [6.341, -2.624, 5.644], [7.575, -2.025, 4.529], [4.706, -2.774, 3.834], [5.529, -1.268, 3.426], [6.943, -2.381, 1.805], [5.461, -3.337, 1.630], [6.424, -4.842, 4.675], [8.122, -4.360, 4.489], [-3.422, 0.767, 2.475], [-4.227, 1.030, 3.744], [-5.233, -0.113, 3.719], [-4.591, -1.210, 3.070], [-3.374, -0.751, 2.448], [-2.432, 1.220, 2.476], [-3.967, 1.142, 1.604], [-3.579, 0.940, 4.619], [-4.700, 2.011, 3.770], [-6.123, 0.157, 3.137], [-5.552, -0.419, 4.718], [-2.529, -1.131, 3.030], [-3.307, -1.146, 1.439]]}

***

- Which formula does entry 3 have?
  C26H45BiClF3O3PS

***

- Look up the charge of the fourth one.
  -1

***

- What is the charge in the fourth record?
  -1